# 1
{
  "formula": "C24H68O10",
  "method": "the ωB97M-V functional and the def2-TZVPD basis",
  "species": ["O", "O", "O", "O", "O", "O", "O", "O", "O", "O", "C", "C", "C", "C", "C", "C", "C", "C", "C", "C", "C", "C", "C", "C", "C", "C", "C", "C", "C", "C", "C", "C", "C", "C", "H", "H", "H", "H", "H", "H", "H", "H", "H", "H", "H", "H", "H", "H", "H", "H", "H", "H", "H", "H", "H", "H", "H", "H", "H", "H", "H", "H", "H", "H", "H", "H", "H", "H", "H", "H", "H", "H", "H", "H", "H", "H", "H", "H", "H", "H", "H", "H", "H", "H", "H", "H", "H", "H", "H", "H", "H", "H", "H", "H", "H", "H", "H", "H", "H", "H", "H", "H"],
  "xyz": [[-27.623, -21.213, 14.489], [-26.399, -25.963, 17.587], [-17.276, -21.720, 19.713], [-23.904, -22.948, 19.285], [-25.207, -20.950, 20.991], [-20.842, -24.771, 15.221], [-23.865, -25.575, 18.541], [-21.035, -27.151, 23.415], [-26.813, -21.645, 23.132], [-21.148, -16.324, 17.182], [-19.722, -18.166, 17.558], [-18.986, -23.038, 18.657], [-27.205, -24.803, 19.534], [-22.886, -22.250, 18.609], [-22.295, -25.423, 22.295], [-16.575, -23.806, 18.766], [-21.102, -23.394, 15.285], [-26.769, -23.353, 14.812], [-17.645, -23.065, 19.487], [-21.057, -17.721, 16.970], [-25.796, -23.712, 22.700], [-27.099, -23.011, 23.024], [-23.263, -25.645, 17.286], [-28.611, -25.066, 17.431], [-21.009, -27.265, 21.053], [-26.090, -20.195, 20.296], [-27.229, -24.850, 18.029], [-25.311, -19.617, 19.155], [-25.757, -21.392, 16.034], [-27.163, -21.138, 19.686], [-27.831, -23.506, 24.299], [-22.291, -18.421, 17.565], [-27.040, -22.018, 15.486], [-21.009, -26.318, 22.290], [-23.282, -21.712, 17.747], [-25.024, -23.565, 23.455], [-28.652, -24.974, 16.346], [-16.410, -21.593, 19.320], [-27.622, -24.568, 24.427], [-19.836, -22.628, 19.202], [-24.896, -21.492, 15.373], [-22.241, -24.819, 23.200], [-25.973, -18.981, 18.568], [-23.615, -24.903, 16.569], [-24.559, -18.951, 19.578], [-23.838, -23.884, 19.086], [-26.285, -21.323, 22.397], [-25.956, -24.790, 22.658], [-22.187, -25.503, 17.386], [-29.404, -24.403, 17.778], [-21.043, -18.008, 15.919], [-27.700, -23.894, 14.645], [-22.541, -21.411, 19.213], [-19.503, -17.753, 18.543], [-22.084, -22.909, 18.276], [-20.121, -27.896, 21.005], [-24.738, -21.587, 20.448], [-26.798, -23.950, 17.589], [-21.291, -25.106, 14.441], [-26.225, -23.118, 13.897], [-21.888, -27.592, 23.434], [-23.213, -18.012, 17.151], [-26.239, -24.813, 20.040], [-27.728, -25.626, 20.023], [-18.870, -17.883, 16.940], [-27.692, -23.901, 19.904], [-22.172, -23.250, 15.433], [-28.002, -20.433, 14.900], [-24.783, -25.825, 18.415], [-28.957, -26.081, 17.628], [-25.929, -20.340, 16.261], [-27.421, -23.070, 25.210], [-22.368, -24.714, 21.470], [-20.413, -15.881, 16.751], [-26.743, -26.228, 16.731], [-23.518, -26.593, 16.812], [-26.742, -22.001, 19.170], [-24.930, -20.361, 18.455], [-20.882, -23.038, 14.278], [-27.710, -20.555, 18.946], [-27.711, -22.174, 16.330], [-26.155, -23.950, 15.487], [-21.838, -27.968, 21.135], [-27.932, -21.493, 20.372], [-19.193, -24.064, 18.354], [-15.653, -23.634, 19.321], [-25.294, -23.342, 21.806], [-28.905, -23.337, 24.225], [-22.369, -18.271, 18.642], [-25.452, -21.941, 16.925], [-21.145, -26.696, 20.133], [-18.881, -22.457, 17.740], [-19.798, -19.252, 17.625], [-26.623, -19.457, 20.894], [-16.723, -24.885, 18.750], [-16.346, -23.382, 17.788], [-17.864, -23.537, 20.445], [-23.283, -25.882, 22.329], [-20.157, -25.646, 22.184], [-22.285, -19.492, 17.367], [-27.800, -23.141, 22.200], [-20.567, -22.863, 16.073]],
  "forces_ev_per_a": [[-0.3744, 0.2370, -0.0904], [-0.3530, 0.4598, 0.4649], [0.2527, 0.2837, 0.2291], [-0.4751, 0.9781, 0.6956], [0.9091, -0.9782, 4.2581], [0.4575, -0.8723, 0.8393], [0.1268, 0.5567, 1.0765], [0.9722, 0.4571, 1.0704], [-1.7673, -1.0788, 1.5840], [-0.9956, 0.2721, -0.2646], [-0.3073, -0.8117, 0.0808], [0.8465, -0.5106, 0.3479], [-0.3053, 0.0209, 1.1268], [0.0115, 0.7608, -0.4556], [0.6207, 0.7560, 0.3276], [1.1839, -0.0836, 0.2863], [-0.8501, 0.0991, -1.1753], [0.0598, 0.3282, 0.6588], [-2.2431, 0.5244, -1.0189], [0.5496, -0.1141, 0.6048], [1.6711, -0.5800, -0.4836], [-0.1422, 0.4539, 2.6367], [0.3903, -0.3046, -1.0905], [-0.7124, -0.2146, -0.0167], [-0.1412, 0.5342, 0.2746], [-1.7684, -1.0883, -3.3302], [0.0522, -0.6387, -0.7256], [-0.6719, 1.8883, -0.3386], [-0.0264, -0.3850, 0.0324], [-0.5450, 0.7897, -0.2885], [0.5907, -0.0122, -0.4241], [0.1811, 0.5730, 0.2468], [0.7194, -0.2958, -0.2000], [-2.4413, -0.9111, -2.2806], [-0.1748, -0.3405, -0.5013], [-0.4211, 0.2352, 0.5334], [0.4623, 0.1338, -0.0798], [0.0842, 0.2075, 0.0778], [-0.2784, -0.0953, -0.3404], [0.1504, -0.0417, 0.2367], [-0.1937, 0.1942, -0.4299], [0.0430, 0.1392, 0.1558], [0.0232, 0.1554, -0.1739], [-0.2080, 0.5139, 0.1262], [0.3770, -0.2402, -0.3197], [-0.0772, -0.9924, -0.2116], [1.8133, 0.5115, -2.1795], [-0.2816, 0.1038, -0.2966], [-0.0787, -0.2862, -0.0120], [0.2442, 0.2144, 0.3272], [-0.0560, 0.3646, -0.3933], [0.1090, 0.1134, -0.4112], [0.4702, -0.3576, 0.4452], [-0.4527, -0.0408, 0.1173], [0.1158, 0.1444, 0.2038], [0.1938, 0.3159, 0.0217], [0.2154, -0.5404, -0.6777], [0.0973, 0.2523, 0.2701], [0.0835, -0.0929, 0.0023], [-0.1080, -0.4154, -0.1038], [-0.0296, -0.0534, -0.0741], [0.0735, 0.0853, -0.2323], [0.4638, 0.0911, -0.6732], [-0.2759, -0.2922, -0.4413], [-0.1166, -0.1103, -0.2778], [-0.1652, 0.1620, -0.2476], [-0.2313, 0.3447, 0.2527], [-0.0326, 0.1628, -0.0567], [-0.4839, -0.1823, -0.1319], [0.0640, -0.1000, 0.2932], [0.1576, -0.0076, 0.1230], [-0.0707, 0.4426, -0.1844], [0.3747, -0.0446, -0.2603], [0.0887, -0.0636, -0.0536], [0.1761, -0.1963, -0.1647], [0.4686, -0.2716, 0.0187], [0.3398, 0.1122, 0.0775], [0.2124, -0.0900, 0.4473], [0.2425, 0.9583, 0.2441], [-0.1557, -0.0846, -0.1386], [-0.3862, 0.0937, 0.1380], [0.2270, -0.1848, -0.1731], [-0.2574, 0.0941, 0.0185], [0.0605, -0.0383, 0.3847], [-0.3126, -0.1078, 0.0184], [0.2232, -0.2367, 0.2387], [-0.4361, -0.2255, -0.3242], [0.1125, 0.0063, 0.1487], [0.2383, 0.0033, 0.1283], [-0.1089, 0.1129, 0.3567], [0.1487, -0.0836, -0.1402], [0.3122, 0.1140, 0.0336], [0.6195, -0.1823, 0.1153], [0.5466, 0.1489, 0.3632], [-0.1438, 0.1135, -0.3069], [-0.4635, -0.2237, -0.3033], [0.0936, -0.0418, 0.1635], [0.2210, -0.8886, -0.0656], [0.2435, -0.2726, 0.9021], [0.1893, -0.0082, -0.0800], [-0.1393, 0.1036, -1.0104], [0.2845, -0.4084, -0.1714]],
  "homo_ha": [-0.4290, -0.4290],
  "orbital_gap_ha": [0.3442, 0.1028],
  "de_lowest_kj_mol": 0.0,
  "s2": 0.754,
  "total_charge": 1,
  "multiplicity": 2
}

=====

# 2
{
  "formula": "C24H68O12S8",
  "method": "the ωB97M-V functional and the def2-TZVPD basis",
  "species": ["S", "S", "S", "S", "S", "S", "S", "S", "O", "O", "O", "O", "O", "O", "O", "O", "O", "O", "O", "O", "C", "C", "C", "C", "C", "C", "C", "C", "C", "C", "C", "C", "C", "C", "C", "C", "C", "C", "C", "C", "C", "C", "C", "C", "H", "H", "H", "H", "H", "H", "H", "H", "H", "H", "H", "H", "H", "H", "H", "H", "H", "H", "H", "H", "H", "H", "H", "H", "H", "H", "H", "H", "H", "H", "H", "H", "H", "H", "H", "H", "H", "H", "H", "H", "H", "H", "H", "H", "H", "H", "H", "H", "H", "H", "H", "H", "H", "H", "H", "H", "H", "H", "H", "H", "H", "H", "H", "H", "H", "H", "H", "H"],
  "xyz": [[0.520, 5.282, 0.548], [2.929, 2.562, 0.613], [1.256, 2.149, 3.860], [4.085, 0.307, -3.266], [1.054, -2.267, -5.137], [3.797, -3.448, -3.087], [-0.448, -4.347, 6.469], [-1.563, 0.078, 0.043], [0.741, -3.014, -3.875], [-1.274, -3.906, 7.621], [2.687, -0.033, -3.822], [-3.308, -1.091, -4.137], [2.655, 1.890, -0.730], [-3.382, -3.063, -1.984], [-5.526, 2.568, 4.580], [-3.133, 0.770, 4.466], [1.886, 5.452, 0.021], [1.530, 1.005, 2.903], [5.245, -3.484, -2.667], [-1.720, 1.364, 0.734], [5.065, -0.251, -4.614], [-6.038, 3.773, 5.189], [-4.359, 2.785, 3.823], [-2.411, -3.401, -0.998], [-3.810, -2.397, -4.206], [-0.433, 2.676, 3.799], [-3.760, 1.433, 3.374], [-2.998, -3.295, -3.311], [-3.666, -0.149, -5.153], [3.320, -5.211, -3.134], [1.139, 1.336, 5.423], [0.158, -0.349, 0.136], [-1.511, 0.500, -1.695], [0.150, -3.005, -6.389], [4.175, 3.825, 0.470], [0.172, -0.695, -5.103], [-0.490, 6.596, -0.184], [-0.046, 3.837, -0.398], [0.958, -5.035, 7.146], [4.167, 2.084, -3.537], [-2.995, -0.604, 4.156], [2.770, -3.069, -1.720], [0.255, -2.859, 5.883], [4.002, 1.372, 1.380], [1.030, -2.975, 5.079], [-3.266, -0.567, -6.072], [-3.132, 0.782, -5.005], [-2.429, -4.481, -0.779], [-1.106, -0.301, -2.373], [3.945, -5.623, -2.391], [0.716, -6.020, 7.503], [-3.940, -1.154, 3.960], [-0.212, 4.204, -1.447], [-0.497, 3.090, 2.827], [2.928, -2.041, -1.392], [5.190, 2.392, -3.231], [0.787, -2.301, 6.711], [0.767, 0.457, -0.300], [1.660, -5.201, 6.315], [4.488, 1.667, 2.302], [-0.779, -0.834, -4.636], [6.123, -0.136, -4.446], [4.846, 1.121, 0.699], [3.889, 4.585, -0.226], [1.278, 1.985, 6.302], [-5.294, 4.206, 5.852], [1.449, -4.321, 7.773], [4.646, -1.270, -4.724], [-3.564, -2.762, -5.226], [0.813, 3.133, -0.407], [-2.548, 0.712, -2.061], [-1.172, 1.874, 3.844], [-2.743, -2.824, -0.155], [0.126, 0.985, 5.553], [-4.486, 0.723, 2.984], [4.802, 0.374, -5.467], [0.527, -2.645, -7.354], [-0.097, 7.530, 0.042], [0.878, -0.061, -4.580], [-2.422, -1.061, 4.931], [-6.950, 3.422, 5.730], [1.766, -3.197, -2.034], [-0.924, 3.376, 0.074], [-6.422, 4.474, 4.419], [-0.926, -2.933, -6.282], [4.152, 4.287, 1.402], [5.158, 3.452, 0.233], [0.263, -1.170, -0.553], [-4.765, -0.078, -5.259], [-1.396, -3.102, -1.289], [-0.511, 3.473, 4.581], [-1.984, -2.957, -3.365], [-2.425, -0.677, 3.225], [3.404, 2.474, -2.756], [0.089, -0.320, -6.138], [-4.542, 3.384, 2.924], [3.907, 2.207, -4.604], [3.502, -5.630, -4.144], [0.482, -4.001, -6.360], [-3.619, 3.403, 4.315], [-1.434, 6.492, 0.318], [3.521, 0.444, 1.450], [-0.585, -2.259, 5.558], [0.460, -0.604, 1.133], [1.930, 0.521, 5.520], [-4.899, -2.467, -4.094], [-3.060, 1.505, 2.469], [3.000, -3.663, -0.824], [-0.527, 6.446, -1.259], [-0.891, 1.370, -1.740], [-3.064, -4.360, -3.610], [2.242, -5.223, -2.937]],
  "forces_ev_per_a": [[-0.4631, -0.5226, -0.0030], [0.2222, -1.0028, -0.7634], [1.0993, -1.0052, -0.6049], [-2.2172, 0.1671, -0.3836], [1.0063, 1.2158, 1.0627], [1.0330, -0.7460, -0.6634], [-1.7987, 0.2197, -0.2929], [0.1684, -1.2401, -0.5649], [-0.3829, 0.0602, -0.1445], [-0.4523, -0.0657, 0.2237], [1.2673, 0.2120, 1.0128], [0.1951, 1.3655, 1.1035], [0.1106, 0.8296, 0.6752], [-0.1846, -0.2503, 0.5570], [0.0950, 0.8816, 0.2819], [-0.2796, -0.1817, 0.0422], [1.1707, 0.6485, -0.2096], [-0.6812, 0.8107, 0.5073], [-0.6493, 0.3139, -0.0213], [-0.3763, 1.3860, 0.8402], [-0.3255, -0.0902, -0.5180], [-1.1576, -1.4726, -0.6913], [0.1923, -0.9450, -1.1321], [-0.5988, -0.2065, -0.6094], [0.4985, -0.4438, -1.9888], [0.0363, 0.2631, 0.5522], [0.5871, 0.2816, -0.7679], [-0.4761, 0.2968, 0.5880], [-0.1953, -1.9165, -0.1456], [-1.0878, 1.1496, -1.6350], [0.9287, -0.8528, 1.9050], [0.2701, 0.3868, -0.9615], [-1.0297, -1.0029, -1.3577], [-0.5844, -0.0525, -1.5910], [0.2152, -0.4768, -1.3293], [1.1576, -0.0320, -0.7930], [-0.3142, -2.2053, -0.3503], [-0.2299, 0.6023, -0.5615], [1.9971, -0.8496, -1.2337], [-0.4668, -0.1089, 1.5686], [0.0192, 0.3820, -0.9894], [0.6549, 0.4561, 1.9557], [2.1066, 1.4703, -0.1862], [2.1110, -0.0253, -0.7176], [-0.9809, -0.1221, 0.4311], [-0.1185, 0.0497, -0.6549], [-0.3093, 0.1503, 0.4998], [0.0884, 0.2663, -0.0125], [-0.2992, 0.5823, 0.9404], [0.4927, -0.8337, 0.8948], [0.0000, -0.1205, 0.8037], [0.2058, 0.5174, 0.4733], [-0.0327, -0.5211, 0.8965], [-0.3269, 0.8272, -1.0333], [0.0223, 0.2157, -0.4141], [-0.5794, 0.1684, -0.4790], [-0.7693, -0.6904, -0.5531], [-0.1226, 0.0175, 0.4396], [-0.1083, -0.0666, -0.0092], [-0.4622, 0.2424, 0.3816], [-0.6839, -0.0439, 0.3275], [0.4103, -0.5143, 0.2278], [-0.4693, 0.6782, -0.0663], [-0.3966, 0.1794, -0.5072], [0.2133, 0.2648, -0.5183], [-0.0306, 0.2472, 0.0791], [0.0517, 0.0533, 1.0649], [0.8983, 0.3558, -0.2340], [-0.3944, -0.0742, 0.0027], [-0.7281, 0.4877, 0.0463], [0.8482, -0.0761, 0.4850], [0.1894, -0.0303, 0.4931], [0.1995, 0.0073, 0.7145], [-0.1625, -0.7162, -0.1840], [-0.9269, 0.3526, 0.0548], [-0.1803, -0.2135, -0.1508], [-0.3676, 0.3145, 0.1413], [1.0073, 1.5765, 0.5586], [-0.3742, 0.3468, 0.3586], [0.1667, -0.3880, 0.6783], [0.8766, 0.4279, -0.0520], [-0.8792, -0.0299, -0.2569], [0.1650, 0.0650, -0.3658], [0.5713, -0.0744, 0.2975], [-0.1588, 0.0275, -0.0151], [0.1970, 0.8263, 1.8067], [0.2690, -0.3701, -0.0359], [0.1738, -0.7195, -0.0997], [0.4816, 0.4096, 0.1775], [-0.0774, 0.0048, -0.0885], [-0.2398, -0.7201, -0.6293], [1.0242, -0.0693, -0.6338], [0.1990, -0.2133, -0.1522], [1.1937, -0.3795, -1.5453], [-0.0887, -0.2561, 0.3566], [-0.5086, -0.1459, -0.2924], [0.1385, 0.3927, 0.6755], [0.1174, 0.2487, 0.6701], [0.0528, -1.6479, 0.0533], [0.4172, -0.1279, 0.8494], [-0.8081, 0.0261, -0.1362], [-1.2020, -0.9960, 0.5971], [-0.0139, 0.1862, -0.2709], [0.0564, -0.0057, 0.4895], [-1.1902, 1.0207, -0.4646], [0.1175, 0.0869, 0.3479], [-0.4990, 0.4685, 1.3524], [0.0663, -0.2707, -0.4301], [-0.2125, 0.0379, -0.0527], [0.3958, 0.6424, -0.1969], [-0.1181, 0.3408, 0.1110], [0.3224, -0.3803, 0.0920]],
  "homo_ha": -0.3070,
  "orbital_gap_ha": 0.3219
}